Entry 1:
# C37H39CsN10O6S

C37H39CsN10O6S as an isolated structure (ωB97M-V/def2-TZVPD, OMol25).

Results
Total charge = -2
LUMO energy = 0.1274 Ha
Gap between HOMO and LUMO = 6.54 eV
ΔE to the lowest compared entry with this formula, charge and spin = 55.7 kJ/mol

The geometry in XYZ format:
```
94
Properties=species:S:1:pos:R:3:mulliken_charge:R:1
Cs -0.564 -0.887 1.272 1.00
O -2.418 3.737 2.681 -0.71
C -1.767 2.804 2.219 -0.19
N -2.155 1.807 1.394 0.34
C -3.433 1.747 0.966 -0.15
O -4.365 2.523 1.170 -0.69
C -3.798 0.523 0.108 0.59
C -5.149 0.155 0.092 -0.50
C -5.545 -0.927 -0.660 -0.51
C -4.599 -1.617 -1.403 -0.52
C -3.290 -1.180 -1.347 -0.82
N -2.894 -0.135 -0.616 0.15
C -0.284 2.769 2.639 0.49
C 0.067 3.519 3.762 -0.62
C 1.384 3.566 4.160 -0.33
C 2.334 2.879 3.420 -0.77
C 1.902 2.163 2.320 -0.18
N 0.627 2.098 1.932 -0.02
H -5.848 0.736 0.675 0.52
H -6.584 -1.236 -0.670 0.40
H -4.868 -2.479 -2.000 0.47
H -2.511 -1.679 -1.913 0.45
H -0.714 4.053 4.284 0.48
H 1.675 4.138 5.033 0.40
H 3.381 2.894 3.689 0.40
H 2.611 1.610 1.712 0.29
C 2.849 -5.178 1.907 -1.46
C 2.110 -4.017 1.299 0.17
N 1.121 -3.434 1.852 0.63
N 0.744 -3.779 3.124 -0.91
C -0.565 -3.615 3.293 -0.02
O -1.430 -3.395 2.406 -0.78
C -1.018 -3.703 4.728 0.38
C -0.141 -3.988 5.772 -0.19
C -0.598 -4.030 7.079 -0.62
C -1.937 -3.784 7.362 -0.30
C -2.815 -3.500 6.327 -0.59
C -2.356 -3.465 5.017 -0.41
C 2.499 -3.522 -0.059 0.53
C 3.673 -3.960 -0.669 -0.58
C 3.995 -3.495 -1.937 -0.64
C 3.125 -2.626 -2.565 -0.70
C 1.988 -2.229 -1.874 -0.33
N 1.670 -2.653 -0.658 -0.10
H 2.321 -5.500 2.801 0.37
H 3.869 -4.901 2.186 0.28
H 2.917 -6.006 1.197 0.35
H 0.898 -4.167 5.533 0.42
H 0.092 -4.250 7.885 0.36
H -2.291 -3.810 8.386 0.36
H -3.858 -3.302 6.541 0.37
H -3.019 -3.248 4.191 0.48
H 4.334 -4.642 -0.153 0.28
H 4.916 -3.767 -2.438 0.52
H 3.359 -2.237 -3.544 0.59
H 1.300 -1.517 -2.322 0.53
C -2.713 4.530 -0.857 -1.11
N -1.679 4.017 -1.750 0.18
C -0.331 4.176 -1.241 -0.93
C -1.902 2.956 -2.584 0.08
N -0.960 2.131 -2.876 -0.46
N -3.207 2.891 -3.112 0.38
C -3.692 4.052 -3.831 -1.19
C -3.604 1.646 -3.719 -1.15
H -2.497 4.275 0.179 0.27
H -3.682 4.108 -1.099 0.40
H -2.761 5.622 -0.937 0.31
H -0.249 5.174 -0.806 0.35
H 0.399 4.066 -2.039 0.42
H -0.112 3.432 -0.469 0.14
H -1.251 1.525 -3.635 0.18
H -3.308 4.961 -3.378 0.37
H -4.784 4.083 -3.802 0.34
H -3.376 4.033 -4.886 0.35
H -3.162 1.498 -4.719 0.41
H -4.690 1.642 -3.831 0.30
H -3.319 0.813 -3.079 0.26
N 1.919 1.802 -1.629 -0.15
C 2.922 1.168 -2.362 0.74
C 2.810 1.029 -3.744 -0.15
C 3.828 0.443 -4.481 -0.51
C 4.973 -0.025 -3.861 -0.38
C 5.100 0.129 -2.485 -0.74
C 4.093 0.720 -1.745 -0.48
S 6.208 -0.946 -4.771 1.29
O 7.491 -0.420 -4.326 -0.73
O 5.901 -0.697 -6.173 -0.75
O 5.977 -2.331 -4.355 -0.65
H 1.862 1.519 -0.661 0.02
H 1.001 1.816 -2.066 0.09
H 1.910 1.389 -4.231 0.40
H 3.746 0.320 -5.554 0.45
H 5.997 -0.238 -2.002 0.40
H 4.195 0.830 -0.669 0.32
```

***

Entry 2:
# C37H39N2O3Os

C37H39N2O3Os as an isolated structure in a non-equilibrium geometry (ωB97M-V/def2-TZVPD, OMol25).

Results
Total charge = +1
LUMO energy (spin up / spin down) = -0.0851 / -0.1990 Ha
<S²> = 6.068
Gap between HOMO and LUMO (spin up / spin down) = 6.37 / 4.95 eV
ΔE to the lowest compared entry with this formula, charge and spin = 113.6 kJ/mol
Multiplicity = 5

The geometry in XYZ format:
```
82
Properties=species:S:1:pos:R:3:lowdin_spin:R:1
C -1.228 0.008 1.731 0.06
C -2.649 0.010 1.569 0.09
C -2.988 -1.101 0.724 0.07
H -3.373 0.618 2.110 0.01
C -1.784 -1.748 0.338 0.07
C -0.692 -1.055 0.955 0.09
H -1.695 -2.567 -0.369 0.00
C 0.662 2.696 -0.046 0.05
C -0.596 2.817 0.537 0.20
C -1.616 2.405 -0.423 0.06
H -0.848 3.262 1.499 0.01
C -0.838 2.087 -1.666 0.02
C 0.522 2.156 -1.362 0.23
H -3.990 -1.431 0.464 0.01
H 0.364 -1.293 0.852 0.01
H -0.647 0.659 2.388 0.00
H 1.307 1.940 -2.076 0.01
H -2.625 2.830 -0.463 0.01
H 1.608 3.055 0.365 0.00
Os -1.806 0.282 -0.290 1.81
C -1.416 1.763 -3.009 0.00
C -0.693 2.273 -4.252 0.00
C -2.875 2.281 -2.919 0.01
H -0.754 3.354 -4.348 0.00
H -1.179 1.799 -5.123 0.00
H 0.359 1.952 -4.231 0.00
H -2.867 3.333 -2.552 0.00
H -3.472 1.703 -2.188 0.00
H -3.374 2.262 -3.893 0.00
C -1.073 0.207 -3.129 0.02
C -2.224 -0.639 -2.866 0.05
H -0.258 -0.062 -2.427 0.01
H -0.664 -0.071 -4.122 0.00
O -2.852 -0.518 -1.738 0.07
N -2.501 -1.614 -3.782 0.02
C -2.306 -3.002 -3.259 0.00
H -2.049 -1.454 -4.682 0.00
C -3.598 -3.323 -2.564 0.00
C -3.670 -4.249 -1.516 0.00
H -2.822 -4.913 -1.310 0.00
C -4.829 -4.273 -0.727 0.00
H -4.918 -5.002 0.083 0.00
C -5.857 -3.350 -0.956 0.00
H -6.739 -3.339 -0.325 0.00
C -5.775 -2.422 -2.000 0.00
H -6.520 -1.633 -2.147 0.00
C -4.726 -2.559 -2.903 0.00
H -4.721 -2.001 -3.844 0.00
H -1.447 -2.966 -2.563 0.00
H -2.062 -3.732 -4.052 0.00
C 2.065 -1.299 5.358 -0.01
C 1.957 -0.001 4.595 -0.01
C 0.875 0.839 4.851 0.18
C 0.721 2.050 4.173 0.02
C 1.659 2.410 3.221 0.12
C 2.707 1.536 2.883 0.12
N 3.467 1.889 1.785 0.31
C 4.475 1.203 1.070 0.03
C 5.815 1.598 1.217 0.02
C 6.808 0.996 0.448 0.00
C 6.463 0.049 -0.527 0.01
C 5.122 -0.318 -0.695 0.00
C 4.133 0.221 0.127 0.02
C 2.684 -0.225 0.005 0.00
O 2.148 -0.135 -1.126 0.01
O 2.185 -0.656 1.087 0.01
C 2.923 0.360 3.645 0.15
C 4.127 -0.499 3.439 0.02
H 2.024 -2.174 4.691 0.00
H 3.000 -1.359 5.935 0.00
H 1.233 -1.383 6.069 0.00
H 0.156 0.538 5.615 0.01
H -0.115 2.710 4.394 0.00
H 1.585 3.362 2.698 0.00
H 3.312 2.837 1.454 0.00
H 6.047 2.370 1.960 0.00
H 7.847 1.282 0.603 0.00
H 7.232 -0.399 -1.162 0.00
H 4.813 -1.031 -1.464 0.00
H 4.008 -1.122 2.539 0.01
H 5.042 0.098 3.331 0.00
H 4.275 -1.181 4.286 0.00
```

***

Entry 3:
# C37H40BClCsF9N8O5S2

C37H40BClCsF9N8O5S2 as an isolated structure in a non-equilibrium geometry (ωB97M-V/def2-TZVPD, OMol25).

Results
Total charge = -2
LUMO energy = 0.1243 Ha
Gap between HOMO and LUMO = 6.89 eV
ΔE to the lowest compared entry with this formula, charge and spin = 221.0 kJ/mol

The geometry in XYZ format:
```
104
Properties=species:S:1:pos:R:3:mulliken_charge:R:1
Cs -1.577 -2.936 -0.754 1.20
C -6.038 -0.970 -0.530 -1.19
C -5.552 0.313 -1.135 0.64
C -6.300 1.450 -1.511 -1.11
C -5.361 2.330 -2.007 0.70
C -5.560 3.710 -2.549 -1.30
N -4.157 1.725 -1.926 1.02
N -4.268 0.488 -1.381 -0.78
B -2.784 2.319 -2.288 -0.30
N -2.056 1.536 -3.408 0.94
N -1.686 0.229 -3.293 -0.65
C -1.244 -0.138 -4.480 0.83
C -0.809 -1.539 -4.772 -1.14
C -1.307 0.938 -5.395 -1.54
C -1.844 1.981 -4.674 0.88
C -2.131 3.371 -5.150 -1.41
N -1.897 2.435 -1.009 1.56
N -2.483 2.602 0.203 -1.27
C -1.509 2.905 1.042 0.65
C -1.807 3.117 2.493 -1.12
C -0.270 2.957 0.375 -0.97
C -0.567 2.654 -0.939 0.65
C 0.345 2.574 -2.123 -1.05
H -7.036 -0.843 -0.106 0.32
H -5.366 -1.300 0.262 0.25
H -6.088 -1.769 -1.272 0.19
H -7.364 1.613 -1.426 0.38
H -6.621 3.960 -2.514 0.34
H -5.222 3.793 -3.583 0.14
H -5.009 4.453 -1.969 0.26
H -2.958 3.435 -2.726 -0.22
H -0.670 -2.134 -3.870 0.13
H 0.118 -1.560 -5.346 0.27
H -1.574 -2.052 -5.363 0.22
H -1.018 0.946 -6.435 0.43
H -1.806 3.460 -6.189 0.37
H -1.608 4.124 -4.560 0.26
H -3.193 3.611 -5.099 0.15
H -2.879 3.269 2.624 0.41
H -1.277 3.988 2.886 0.32
H -1.516 2.250 3.095 -0.01
H 0.699 3.185 0.788 0.22
H 1.330 2.957 -1.850 0.39
H -0.028 3.165 -2.960 0.21
H 0.451 1.546 -2.477 0.05
S 1.577 -0.764 -0.105 0.00
C 1.889 -0.037 1.333 0.07
N 2.691 1.037 1.494 0.43
C 3.099 1.438 2.835 -0.80
C 3.364 0.180 3.620 -0.72
N 2.114 -0.564 3.699 0.18
C 1.691 -1.043 5.011 -1.78
C 1.405 0.096 5.963 0.57
C 2.293 0.430 6.979 -0.27
C 2.050 1.520 7.807 -0.63
C 0.910 2.288 7.623 -0.39
C 0.012 1.957 6.613 -0.70
C 0.256 0.868 5.789 -0.03
C 1.268 -0.569 2.628 -0.09
S -0.271 -1.100 2.640 -0.17
C 3.371 1.673 0.370 -1.62
C 4.824 1.266 0.291 0.45
C 5.167 -0.018 -0.137 -0.24
C 6.495 -0.415 -0.167 -0.79
C 7.500 0.463 0.228 -0.34
C 7.168 1.741 0.650 -0.71
C 5.835 2.137 0.681 -0.12
H 2.313 2.022 3.323 0.38
H 3.996 2.051 2.761 0.45
H 3.700 0.414 4.629 0.36
H 4.141 -0.406 3.118 0.39
H 2.471 -1.694 5.414 0.41
H 0.793 -1.635 4.848 0.63
H 3.181 -0.177 7.130 0.38
H 2.754 1.770 8.593 0.36
H 0.719 3.141 8.263 0.37
H -0.884 2.547 6.467 0.42
H -0.436 0.609 4.997 0.41
H 3.285 2.754 0.487 0.49
H 2.836 1.377 -0.530 0.50
H 4.379 -0.697 -0.443 0.45
H 6.746 -1.413 -0.503 0.41
H 8.536 0.150 0.199 0.37
H 7.944 2.432 0.956 0.37
H 5.576 3.140 1.004 0.40
O -2.476 -4.242 3.395 -0.72
Cl -2.299 -4.248 1.964 1.44
O -2.571 -5.557 1.419 -0.58
O -3.196 -3.282 1.352 -0.70
O -0.931 -3.872 1.641 -0.62
F 2.003 -6.794 -2.270 -0.32
C 1.466 -5.560 -2.228 0.41
F 2.367 -4.730 -2.782 -0.28
F 1.361 -5.212 -0.947 -0.17
C 0.067 -5.427 -2.932 0.51
O -0.549 -4.325 -2.558 -0.65
C -0.775 -6.705 -2.561 0.56
F -2.072 -6.484 -2.788 -0.27
F -0.442 -7.820 -3.243 -0.30
F -0.656 -6.990 -1.258 -0.25
C 0.313 -5.467 -4.489 0.58
F -0.839 -5.714 -5.137 -0.29
F 0.758 -4.291 -4.927 -0.23
F 1.200 -6.395 -4.905 -0.31
```